Computed, not measured: C28H26GeMoN2O2S5 as an isolated structure, with ωB97M-V/def2-TZVPD.

XYZ file:
```
65
Properties=species:S:1:pos:R:3:forces:R:3:nbo_charge:R:1
Mo -0.095361 -0.562598 0.008461 0.320 -1.213 0.365 0.76
C 4.058444 -0.396734 0.828073 -0.024 -0.013 -0.059 -0.67
C 2.637287 -0.235992 1.235440 -0.058 0.067 -0.117 0.46
O 1.760515 -0.376877 0.234048 -0.031 0.017 0.350 -0.60
C 2.220676 0.016893 2.496350 -0.136 0.004 0.000 -0.36
C 0.855129 0.076634 2.922165 0.108 0.039 0.183 0.36
C 0.565386 0.289699 4.374879 0.034 -0.009 -0.030 -0.67
N -0.138615 -0.078319 2.084326 -0.209 0.016 -0.259 -0.32
N -1.417456 -0.077376 2.647055 0.133 -0.011 -0.123 -0.37
C -2.331843 -0.045279 1.737258 -0.071 0.099 -0.017 0.56
O -1.975456 0.009545 0.444635 0.309 0.102 -0.106 -0.69
C -3.756818 0.044817 2.055050 0.050 -0.121 -0.044 -0.10
C -4.173423 0.076817 3.387728 0.005 -0.007 0.038 -0.16
C -5.520196 0.173552 3.681366 0.013 -0.001 0.001 -0.20
C -6.454200 0.237226 2.652758 0.009 0.000 0.000 -0.15
C -6.042658 0.202098 1.327916 0.008 -0.001 -0.019 -0.21
C -4.694901 0.104030 1.024837 -0.015 0.013 -0.018 -0.17
H 4.204356 -1.384427 0.386227 0.003 0.003 0.001 0.26
H 4.724452 -0.283272 1.678572 0.001 0.000 0.007 0.25
H 4.316192 0.341559 0.066172 -0.003 -0.007 0.007 0.24
H 2.974769 0.128896 3.260501 -0.005 -0.006 0.007 0.26
H 1.488846 0.387786 4.937956 -0.003 -0.001 -0.005 0.24
H -0.021681 -0.539836 4.768098 0.004 -0.013 -0.001 0.27
H -0.041129 1.186199 4.508180 -0.003 0.003 -0.009 0.26
H -3.438291 0.027036 4.179124 -0.006 0.000 0.005 0.23
H -5.847053 0.200457 4.711753 0.004 -0.001 -0.002 0.24
H -7.507523 0.313837 2.886907 0.001 -0.001 0.001 0.24
H -6.772561 0.250323 0.531546 0.002 -0.002 0.002 0.23
H -4.369827 0.074593 -0.006064 -0.002 -0.003 -0.003 0.22
Ge -0.514951 2.081240 0.328573 -0.047 0.233 -0.101 1.54
C -0.220592 1.501098 -1.523391 -0.066 0.039 0.073 -0.42
C 0.480246 2.478330 -2.247689 0.072 0.029 -0.039 -0.18
C 0.621032 2.373306 -3.622146 0.005 -0.001 -0.007 -0.17
C 0.138799 1.258879 -4.294564 -0.018 -0.030 0.024 -0.13
C -0.482292 0.237156 -3.590433 0.096 -0.030 0.056 -0.16
C -0.667290 0.372949 -2.222517 -0.152 -0.069 -0.027 -0.26
C 0.950584 2.976249 1.128108 0.002 -0.032 -0.014 -0.56
C 2.254385 2.903014 0.626892 0.016 -0.004 0.025 -0.21
C 3.275722 3.584166 1.265227 -0.005 0.002 -0.003 -0.15
C 3.005906 4.320101 2.414968 0.003 -0.007 -0.013 -0.16
C 1.716591 4.386515 2.925997 -0.012 0.011 0.005 -0.20
C 0.685517 3.720584 2.281714 -0.001 0.011 0.018 -0.17
H -1.886812 2.530775 0.788231 -0.017 -0.039 0.023 -0.09
H 0.875438 3.354619 -1.748082 -0.017 -0.003 -0.007 0.24
H 1.113113 3.166258 -4.168775 0.002 0.000 -0.001 0.25
H 0.262044 1.175502 -5.365945 0.000 -0.005 0.003 0.25
H -0.815021 -0.658571 -4.095734 -0.013 -0.007 -0.009 0.25
H -1.212465 -0.491862 -1.772557 -0.386 0.269 -0.047 0.24
H 2.470629 2.322393 -0.262644 0.007 -0.005 0.001 0.22
H 4.282374 3.547158 0.870370 0.001 0.002 0.002 0.23
H 3.807222 4.851675 2.910941 0.000 -0.002 0.001 0.24
H 1.513427 4.968042 3.814960 0.000 -0.001 -0.002 0.24
H -0.324016 3.792572 2.672316 0.002 0.001 0.004 0.23
C -1.265848 -5.774981 1.383472 0.012 -0.016 -0.011 -0.75
S -1.384527 -6.033331 -0.396207 -0.153 -0.162 0.042 0.43
C -0.422694 -4.790485 -1.084367 0.278 0.896 0.243 -0.33
C 0.007558 -3.578233 -0.596067 -0.138 -0.971 -0.350 -0.53
S -0.564810 -2.677033 0.757638 0.011 0.763 0.108 0.36
S 1.017477 -2.632443 -1.652166 0.059 0.133 0.004 0.49
C 0.740699 -3.565035 -3.129165 -0.129 -0.041 0.010 -0.58
S 1.256570 -3.122285 -4.581861 0.040 0.062 -0.117 0.17
S -0.007989 -5.100711 -2.756768 0.096 -0.010 -0.077 0.53
H -1.575255 -6.725269 1.815771 0.005 0.015 0.001 0.27
H -1.936233 -4.991428 1.721833 -0.007 0.016 0.018 0.24
H -0.236896 -5.571402 1.670855 0.015 -0.002 0.007 0.24
```
Forces are in eV/Å.

The calculation puts the HOMO-LUMO gap (alpha / beta) at 5.34 / 5.32 eV. The spin multiplicity is 1. The HOMO energy (alpha / beta) comes out at -13.12 / -13.12 eV. The LUMO energy (alpha / beta) is -7.777 / -7.793 eV. Its charge is +2. The maximum force comes out at 1.3 eV Å⁻¹.

=====

Computed, not measured: one molecule with the formula C6H8O2, with ωB97M-V/def2-TZVPD.

XYZ file:
```
16
Properties=species:S:1:pos:R:3:forces:R:3:nbo_charge:R:1
C -0.894738 -1.697875 0.165944 0.093 0.327 0.933 -0.65
C -0.724173 -0.173483 0.551992 0.337 -1.979 -0.642 0.21
C -0.307199 0.902390 -0.419284 -2.647 0.188 2.783 0.05
C 1.535899 0.073992 -1.261351 -0.619 -0.567 -0.457 0.13
C 1.764078 -0.092864 0.020100 -0.372 1.713 2.111 -0.31
C 0.574691 0.517416 0.787093 0.055 1.104 -0.970 -0.30
H -1.628911 -2.072858 0.952615 1.236 -0.023 -0.852 0.21
H 0.090008 -2.298794 0.159884 -1.634 1.019 0.167 0.23
H -1.418065 -1.848854 -0.800831 0.515 0.316 0.392 0.22
H -2.407811 -0.181740 1.521765 -1.866 -1.101 -0.285 0.47
H -1.045404 1.744215 -0.312014 1.290 -0.463 -0.902 0.21
H 2.149304 -0.197544 -2.083960 0.243 -0.134 -0.621 0.20
H 2.694594 -0.356959 0.483821 0.159 -0.222 -0.077 0.23
H 0.458973 1.397124 1.493110 1.219 -1.745 -0.124 0.26
O -1.608709 0.281968 1.513373 0.884 1.450 0.699 -0.71
O 0.285704 0.547778 -1.573543 1.106 0.118 -2.155 -0.47
```
Forces are in eV/Å.

The calculation puts the HOMO-LUMO gap at 9.14 eV. The spin multiplicity is 1. The HOMO energy comes out at -8.23 eV. The LUMO energy is 0.902 eV. Its SMILES is C[C@]1(O)[C@@H]2OC=C[C@@H]21. The maximum force comes out at 3.8 eV Å⁻¹.

=====

Computed, not measured: C23H20N10O2RuS as an isolated structure, with ωB97M-V/def2-TZVPD.

XYZ file:
```
57
Properties=species:S:1:pos:R:3:forces:R:3:lowdin_spin:R:1
Ru -0.226625 -0.758311 1.273505 0.125 -0.347 -0.040 0.55
S 0.069837 0.275390 3.170826 0.012 -0.293 0.004 0.23
C -0.510020 1.864861 2.691041 -0.009 -0.070 -0.066 -0.01
N -0.266342 2.848643 3.509054 0.064 0.050 -0.031 0.09
N -0.642403 4.078908 3.342370 -0.047 0.038 0.092 0.11
C -1.655269 4.645797 2.510101 -0.015 0.068 -0.068 0.00
C -1.392567 5.870321 1.916374 0.050 -0.050 -0.019 0.01
C -2.384766 6.501310 1.179834 -0.033 0.013 -0.028 0.00
C -3.632314 5.913171 1.044941 0.032 -0.001 0.005 0.01
C -3.890763 4.692274 1.658416 0.003 0.008 0.024 0.00
C -2.906582 4.055149 2.392957 -0.064 0.047 0.091 0.01
N -1.126884 1.999684 1.475179 0.114 -0.035 -0.006 -0.01
N -1.067076 0.960970 0.767573 -0.004 0.026 -0.171 -0.08
C -1.751662 1.013021 -0.484943 -0.124 0.079 0.014 0.00
C -2.854076 1.846357 -0.655620 0.017 0.014 0.021 -0.01
C -3.525677 1.835080 -1.864561 0.004 -0.007 -0.011 0.00
C -3.107562 0.997620 -2.893298 0.010 0.001 0.015 -0.01
C -2.006407 0.173314 -2.715225 -0.007 -0.015 -0.030 0.00
C -1.319823 0.177605 -1.509796 0.019 -0.011 0.059 -0.01
H -0.240987 4.695461 4.033406 -0.021 -0.028 0.030 0.00
H -0.413677 6.321121 2.023323 -0.005 0.002 -0.001 0.00
H -2.178433 7.454210 0.712073 0.000 0.001 0.001 0.00
H -4.406595 6.407805 0.474613 -0.002 0.003 0.000 0.00
H -4.872302 4.243097 1.578837 -0.008 0.001 0.000 0.00
H -3.114469 3.116628 2.890154 0.004 0.012 0.004 0.00
H -3.165642 2.493065 0.153725 0.008 -0.017 -0.024 0.00
H -4.381715 2.481010 -2.006592 -0.001 0.001 0.000 0.00
H -3.637218 0.995931 -3.836294 0.003 -0.005 -0.002 0.00
H -1.664922 -0.460934 -3.521939 -0.001 0.002 -0.002 0.00
H -0.413164 -0.406428 -1.391937 0.019 0.000 -0.001 0.00
N -2.137183 -1.824726 1.801177 0.068 0.111 0.061 0.02
N -1.949551 -3.210482 1.865020 0.007 -0.019 -0.081 0.00
C -0.696932 -3.750033 1.838960 0.091 0.098 0.106 0.00
N -0.644068 -5.055024 2.058891 0.151 -0.019 -0.003 0.00
N 0.313070 -2.906800 1.602715 -0.231 0.338 0.246 0.00
N 1.633512 -3.414524 1.559721 0.015 -0.106 -0.743 0.00
O 1.827133 -4.623281 1.571058 -0.179 -0.017 0.266 0.00
O 2.480569 -2.587936 1.416697 0.047 0.104 0.369 0.00
H -2.371673 -1.450960 2.718685 -0.060 -0.003 -0.014 0.00
H -2.882604 -1.611589 1.144697 0.004 -0.036 -0.019 0.00
H -2.709770 -3.770101 2.217808 0.010 0.000 0.023 0.00
H -1.482211 -5.590594 2.204178 0.021 -0.008 -0.004 0.00
H 0.260464 -5.503219 2.001394 0.005 -0.020 -0.031 0.00
N 8.089919 2.269028 -3.273027 -0.002 0.004 -0.001 0.01
C 7.128265 1.934137 -2.741546 0.007 -0.007 0.004 0.00
C 5.924050 1.514261 -2.077008 -0.023 0.001 0.003 0.01
C 5.987299 0.565756 -1.058084 0.014 -0.001 -0.003 0.00
C 4.828285 0.163041 -0.423620 -0.008 -0.014 0.004 0.01
C 3.594271 0.704368 -0.795696 0.018 0.006 -0.007 0.00
C 3.543228 1.656674 -1.817221 -0.029 0.004 0.017 0.01
C 4.698979 2.059361 -2.456890 0.020 0.008 -0.007 0.00
C 2.400131 0.280721 -0.131766 0.026 -0.041 -0.051 0.06
C 1.427138 -0.150378 0.454726 -0.118 0.130 0.008 0.00
H 6.943678 0.150086 -0.772605 -0.001 -0.001 0.001 0.00
H 4.863534 -0.575542 0.365437 0.003 0.000 0.001 0.00
H 2.587719 2.076854 -2.100936 0.004 0.001 -0.006 0.00
H 4.663977 2.795246 -3.248236 -0.004 -0.001 0.000 0.00
```
Forces are in eV/Å.

The calculation puts the HOMO-LUMO gap (alpha / beta) at 6.34 / 5.99 eV. The spin multiplicity is 2. The expectation value of S² is 0.82. The HOMO energy (alpha / beta) comes out at -10.41 / -10.47 eV. The LUMO energy (alpha / beta) is -4.074 / -4.487 eV. Its charge is +1. The maximum force comes out at 0.8 eV Å⁻¹.

=====

Computed, not measured: C18H27N3NiO4PS2 as an isolated structure, with ωB97M-V/def2-TZVPD.

XYZ file:
```
56
Properties=species:S:1:pos:R:3:forces:R:3:lowdin_spin:R:1
Ni -0.774501 0.012697 -1.340995 -0.099 -0.010 0.027 1.70
C 1.928004 5.272990 -3.374157 0.000 0.035 0.017 0.00
C 1.835969 3.791286 -3.111285 -0.012 -0.070 -0.006 0.00
O 1.856068 3.580149 -1.680455 0.022 0.001 0.020 0.00
P 0.980331 2.398717 -1.060546 -0.028 -0.210 0.030 0.01
S 1.562736 0.591457 -1.641902 0.188 0.027 0.054 0.03
S -0.954963 2.604555 -1.366108 -0.097 0.144 0.038 0.06
O 1.375274 2.562496 0.496953 -0.059 0.025 -0.098 0.00
C 1.145247 3.842709 1.130569 -0.018 -0.040 -0.014 0.00
C 2.464152 4.526094 1.403301 0.000 0.032 0.010 0.00
H 1.888782 5.466571 -4.446216 0.013 -0.026 -0.017 0.00
H 2.861407 5.680125 -2.985372 -0.004 0.003 0.019 0.00
H 1.094079 5.792249 -2.902017 -0.004 0.000 -0.005 0.00
H 2.682738 3.243853 -3.526584 -0.016 0.016 -0.030 0.00
H 0.915697 3.371221 -3.522522 -0.005 0.034 0.001 0.00
H 0.601217 3.632222 2.054320 0.031 0.020 0.005 0.00
H 0.496932 4.453272 0.499219 0.004 0.003 0.007 0.00
H 3.097185 3.909872 2.041732 -0.005 -0.016 -0.005 0.00
H 2.292645 5.480415 1.903870 -0.008 0.001 0.007 0.00
H 2.989469 4.713289 0.468415 -0.001 -0.005 -0.007 0.00
O -4.460902 -1.301211 -1.192249 -0.048 -0.034 -0.230 0.08
C -3.255560 -1.160153 -1.388206 -0.029 0.159 0.573 0.05
O -2.689510 -0.004430 -1.598723 0.057 -0.041 -0.147 0.07
C -2.319712 -2.297245 -1.206733 0.016 -0.198 -0.147 0.20
C -2.813208 -3.574258 -0.967927 -0.047 0.101 -0.021 0.02
C -1.962681 -4.626453 -0.732860 0.070 -0.030 0.024 0.20
C -0.548885 -4.383911 -0.749591 -0.033 -0.011 0.020 0.03
C 0.384448 -5.396612 -0.504550 -0.011 -0.021 0.005 0.05
C 1.748155 -5.153599 -0.506774 0.019 0.020 -0.007 0.04
C 2.199283 -3.864665 -0.761615 0.040 -0.036 0.013 0.05
C 1.298675 -2.840349 -1.007584 -0.032 0.011 -0.031 0.05
C -0.088806 -3.059856 -1.013865 0.105 0.014 0.029 0.02
N -0.963068 -2.017109 -1.222590 -0.094 0.030 -0.079 0.25
H -3.888540 -3.691865 -0.973342 -0.005 0.011 -0.005 0.00
H -2.329873 -5.629606 -0.558715 -0.004 -0.004 0.006 0.01
H 0.010620 -6.396866 -0.314050 0.002 -0.003 -0.001 0.00
H 2.449339 -5.957356 -0.322788 -0.001 0.000 0.002 0.00
H 3.261139 -3.650778 -0.780285 0.001 -0.007 0.001 0.00
H 1.670600 -1.848080 -1.212483 -0.012 -0.009 -0.009 0.00
N -1.245413 -1.062630 3.370862 -0.013 -0.060 0.031 0.00
C 0.142728 -0.669276 2.927366 -0.068 0.006 0.044 0.00
C 0.172381 -0.699372 1.411903 0.000 0.012 -0.024 0.00
N -0.856799 0.147565 0.815246 0.164 0.050 0.093 0.05
C -2.194817 -0.184513 1.297379 -0.042 0.034 -0.110 0.00
C -2.293509 -0.131777 2.808190 0.038 -0.038 0.039 0.00
H -1.302446 -1.095684 4.387518 0.002 -0.001 -0.011 0.00
H -1.438403 -2.007640 3.025150 0.002 0.011 -0.014 0.00
H 0.840803 -1.376495 3.372277 0.030 0.007 -0.041 0.00
H 0.320605 0.327238 3.333149 0.022 -0.001 -0.019 0.00
H 0.009171 -1.721516 1.060087 0.026 -0.009 -0.021 0.00
H 1.149776 -0.391818 1.041175 0.010 0.031 0.054 0.00
H -0.649625 1.135359 0.955109 -0.001 0.010 -0.026 0.00
H -2.433496 -1.196756 0.954369 -0.030 -0.003 -0.027 0.00
H -2.924198 0.474726 0.826780 -0.006 -0.001 0.045 0.00
H -3.261536 -0.474260 3.170094 -0.019 0.028 -0.040 0.00
H -2.075221 0.855004 3.218069 -0.014 0.007 -0.019 0.00
```
Forces are in eV/Å.

The calculation puts the HOMO-LUMO gap (alpha / beta) at 3.49 / 6.41 eV. The spin multiplicity is 4. The expectation value of S² is 3.78. The HOMO energy (alpha / beta) comes out at -4.51 / -7.44 eV. The LUMO energy (alpha / beta) is -1.016 / -1.030 eV. The maximum force comes out at 0.6 eV Å⁻¹.